16
Properties=species:S:1:pos:R:3:forces:R:3:nbo_charge:R:1 method="wB97M-V/def2-TZVPD" molar_mass_g_mol=99.9 orbital_gap_ev="7.62 / 8.05" de_lowest_ev=2.993 largest_force_ev_per_a=4.65
C 0.222 -0.571 0.017 -0.504 -0.888 -0.316 -0.182
H 1.044 -0.607 -1.742 1.128 0.088 1.170 0.400
H 1.329 1.243 0.891 0.998 2.336 -0.261 0.495
C -0.383 -0.369 1.378 0.150 -0.704 -0.871 -0.723
H -0.440 0.627 1.789 -0.212 0.455 0.036 0.248
B -1.232 -0.866 0.089 0.811 0.995 0.400 0.708
H -0.065 -1.072 2.142 -0.039 -0.222 0.096 0.242
H 3.166 0.315 -1.054 -1.758 -0.932 0.999 0.332
H -2.221 -1.205 -1.748 -0.085 -0.841 -2.273 0.232
H 2.163 2.530 0.380 0.246 -0.572 -0.107 0.470
N 2.478 0.071 -0.263 -0.713 -1.062 -2.034 -0.567
O 1.396 2.250 0.876 -1.312 -1.046 0.730 -0.977
C -2.494 -0.887 -0.809 -2.403 1.881 3.508 -0.989
N 1.305 -0.461 -0.730 1.098 1.753 0.069 -0.215
H -3.519 -1.231 -0.386 1.942 -0.136 -0.838 0.254
H -2.748 0.233 -0.832 0.654 -1.105 -0.307 0.272

21
Properties=species:S:1:pos:R:3:forces:R:3:nbo_charge:R:1 method="wB97M-V/def2-TZVPD" molar_mass_g_mol=102.2 orbital_gap_ev=9.67 smiles=CNC[C@H](C)NC de_lowest_ev=1.183 largest_force_ev_per_a=0.97
N 1.659 -0.595 0.057 -0.378 -0.027 -0.256 -0.625
C -2.515 0.331 1.833 -0.251 -0.357 -0.042 -0.409
H -2.052 0.775 -0.106 -0.222 -0.011 0.084 0.347
H 0.510 -0.512 -2.376 0.336 0.104 0.081 0.215
H 1.094 1.324 -0.492 0.197 -0.076 -0.078 0.181
H -0.254 1.551 1.288 0.248 0.211 0.086 0.163
C -0.322 0.535 0.891 -0.162 -0.175 -0.357 -0.216
H 0.005 -0.143 1.666 0.374 -0.069 0.312 0.196
C -0.111 -0.020 -1.633 -0.965 -0.105 -0.001 -0.653
C 2.697 -0.839 -0.945 -0.129 0.458 -0.068 -0.423
H -0.571 0.842 -2.119 0.133 0.204 -0.030 0.205
H 2.602 -1.783 -1.477 -0.033 -0.235 0.054 0.184
H -2.228 -0.451 2.536 0.051 0.035 0.138 0.190
H -0.952 -0.686 -1.429 0.197 -0.189 0.060 0.225
H -3.553 0.141 1.568 -0.135 0.082 0.045 0.200
H 3.669 -0.779 -0.475 0.339 -0.195 0.088 0.195
H -2.453 1.297 2.355 0.118 0.058 -0.138 0.162
H 2.685 -0.068 -1.716 -0.063 0.137 0.018 0.189
C 0.604 0.359 -0.339 0.512 0.003 0.174 -0.052
H 1.187 -1.467 0.268 0.096 -0.045 0.118 0.348
N -1.703 0.188 0.643 -0.262 0.193 -0.291 -0.622

16
Properties=species:S:1:pos:R:3:forces:R:3:nbo_charge:R:1 method="wB97M-V/def2-TZVPD" molar_mass_g_mol=95.1 orbital_gap_ev=9.70 smiles=C[C@]12C[C@H]1[C@H]1N[C@H]12 de_lowest_ev=3.470 largest_force_ev_per_a=0.36
N 1.468 1.287 -0.880 -0.132 0.249 -0.001 -0.570
C 1.009 0.009 -1.387 -0.010 -0.212 -0.287 -0.081
H 0.763 2.015 -0.811 0.147 -0.158 -0.057 0.349
H 1.588 -0.460 -2.176 -0.107 0.009 0.183 0.210
C -1.161 0.743 -0.298 -0.039 0.253 0.063 -0.416
C 1.302 0.196 0.051 0.172 -0.050 0.267 -0.073
H 2.152 -0.128 0.647 -0.149 0.056 -0.097 0.206
C -0.179 -0.140 0.417 -0.038 0.020 0.166 -0.057
H -0.981 1.792 -0.524 -0.046 -0.131 0.080 0.195
H -1.555 -1.254 1.667 0.121 0.060 -0.083 0.215
C -0.508 -0.937 1.647 -0.014 -0.020 -0.006 -0.603
H -0.330 -0.327 2.541 -0.022 -0.087 -0.084 0.213
H 0.115 -1.835 1.731 -0.049 0.114 -0.061 0.211
C -0.474 -0.352 -1.050 -0.017 -0.132 -0.153 -0.252
H -1.010 -1.164 -1.530 0.089 0.122 0.091 0.224
H -2.199 0.555 -0.044 0.094 -0.092 -0.020 0.227

10
Properties=species:S:1:pos:R:3:forces:R:3:nbo_charge:R:1 method="wB97M-V/def2-TZVPD" total_charge=+4 molar_mass_g_mol=255.2 orbital_gap_ev="5.48 / 6.05" spin_multiplicity=2 de_lowest_ev=1.444 largest_force_ev_per_a=7.89
C 0.428 1.619 4.151 -4.453 1.918 0.375 0.399
H -0.925 -2.562 -3.361 -0.121 -0.253 -0.407 0.384
C -1.210 -1.522 -3.498 0.921 -0.066 2.336 -0.828
F 2.730 1.004 4.502 -1.763 -1.296 -0.309 -0.076
C 1.499 0.920 4.272 7.061 0.199 3.525 0.537
C 0.720 0.429 1.585 0.353 0.791 2.537 0.618
Ce -0.621 -0.400 -1.184 -0.458 -0.644 -1.435 2.659
O 0.897 0.777 2.673 -0.925 -1.393 -5.339 -0.423
C -1.559 -0.619 -4.245 -1.168 2.014 -1.989 0.813
F -1.959 0.355 -4.895 0.553 -1.271 0.706 -0.082